[1]
# C48H84F4O8

12 unconnected molecules or ions with the total composition C48H84F4O8 at a distorted geometry (ωB97M-V/def2-TZVPD, the Open Molecules 2025 dataset).

## Properties
2S+1 = 1
LUMO energy = 0.426 eV
SMILES = Fc1ccccc1.Fc1ccccc1.Fc1ccccc1.Fc1ccccc1.CC(C)O.CC(C)O.CC(C)O.CC(C)O.CC(C)O.CC(C)O.CC(C)O.CC(C)O

Last column: Löwdin charge in e.
Atoms and positions in Å:
F (8.40, 0.70, -4.21)  0.0503
F (-2.04, 3.74, -0.75)  0.0558
F (-4.82, 6.63, 4.43)  0.0546
F (3.20, -2.26, -4.67)  0.0759
O (-1.30, -4.73, 0.45)  -0.0690
O (2.61, -1.69, 0.86)  -0.0960
O (1.65, 0.76, 0.02)  -0.0699
O (-4.74, -0.83, 0.25)  -0.0722
O (2.86, 3.30, -0.29)  -0.0641
O (-3.03, -2.81, -0.98)  -0.0668
O (1.47, -4.09, 0.18)  -0.0939
O (-2.58, 0.81, 6.10)  -0.0464
C (1.00, -3.97, -2.26)  -0.0351
C (-0.49, -0.21, -0.52)  -0.0366
C (1.19, 0.16, -6.34)  -0.0952
C (-4.88, 0.40, -0.51)  -0.4258
C (-1.42, -3.51, 2.54)  -0.0589
C (4.04, -0.85, 2.53)  -0.0514
C (-2.23, 4.46, -4.22)  -0.0887
C (1.97, -0.93, -6.14)  -0.0209
C (-1.66, 3.97, -2.00)  -0.2947
C (-4.33, 1.61, 0.33)  -0.0443
C (-3.14, -5.16, 1.90)  -0.0492
C (-0.91, 4.30, -4.59)  -0.0950
C (-1.41, 0.50, 5.38)  -0.5230
C (-1.52, -0.91, 4.83)  -0.0679
C (2.88, 4.16, 0.78)  -0.5337
C (0.85, 1.02, -5.30)  -0.0860
C (-3.82, 5.38, 2.78)  0.0021
C (0.02, 0.42, 1.78)  -0.0449
C (2.17, -0.37, -3.81)  -0.0136
C (-1.68, -4.80, 1.78)  -0.5210
C (-3.07, 5.18, 5.07)  -0.0226
C (1.77, -4.64, -1.06)  -0.4491
C (7.05, 1.68, -2.54)  -0.0119
C (1.50, 4.30, 1.39)  -0.0567
C (-3.23, -4.26, -2.89)  -0.0368
C (-0.18, 0.64, 6.24)  -0.0496
C (-0.33, 3.83, -2.33)  -0.0112
C (6.69, -0.58, -3.32)  -0.0241
C (-3.42, -2.83, -2.30)  -0.4864
C (0.28, 0.79, 0.32)  -0.4670
C (7.35, 0.62, -3.37)  -0.3036
C (5.58, -0.70, -2.52)  -0.0797
C (-3.87, 5.73, 4.12)  -0.2929
C (0.05, 3.99, -3.63)  -0.0897
C (1.44, -6.17, -1.09)  -0.0386
C (1.34, 0.75, -4.04)  -0.0616
C (5.94, 1.55, -1.70)  -0.0691
C (-2.65, -1.78, -3.17)  -0.0460
C (5.20, 0.38, -1.70)  -0.0904
C (-6.34, 0.63, -0.88)  -0.0525
C (4.13, -3.23, 1.99)  -0.0556
C (-2.93, 4.37, 2.39)  -0.0895
C (3.91, 3.72, 1.83)  -0.0404
C (2.43, -1.21, -4.85)  -0.3132
C (-2.61, 4.33, -2.91)  -0.0242
C (-2.11, 3.79, 3.31)  -0.0862
C (3.22, -2.06, 2.13)  -0.4819
C (-2.18, 4.21, 4.67)  -0.0627
H (0.59, -4.40, 0.52)  0.0878
H (2.55, 2.39, -0.12)  0.0576
H (-2.00, -2.72, 2.01)  0.0916
H (-1.82, -4.07, -0.07)  0.0853
H (-3.01, 4.72, -4.93)  0.1106
H (-4.48, -2.55, -2.45)  0.1369
H (2.09, -6.81, -0.48)  0.0763
H (-0.03, -4.29, -2.16)  0.0468
H (-0.16, -0.15, -1.54)  0.0530
H (-3.15, 5.42, 6.12)  0.1179
H (1.06, 1.37, -3.17)  0.0970
H (-2.38, -1.07, 4.21)  0.0688
H (-2.50, 0.46, 6.99)  0.0943
H (2.83, -4.43, -1.22)  0.1362
H (-0.16, -0.20, 6.95)  0.0875
H (2.11, -2.49, 0.57)  0.0577
H (-3.66, 4.45, -2.66)  0.1182
H (-3.48, -5.21, 2.94)  0.0845
H (3.55, -4.14, 1.81)  0.0806
H (2.47, -2.21, 2.91)  0.1370
H (3.39, -0.01, 2.76)  0.0661
H (0.68, 4.59, 0.71)  0.0766
H (7.04, -1.41, -3.94)  0.1247
H (-1.39, 1.19, 4.53)  0.1100
H (3.62, 2.78, 2.30)  0.0655
H (-2.88, 4.10, 1.34)  0.0800
H (1.07, 3.88, -3.97)  0.1145
H (7.67, 2.57, -2.59)  0.1218
H (-1.57, -0.02, -0.59)  0.0746
H (-2.15, -4.44, -3.06)  0.0684
H (0.21, 1.85, -5.50)  0.0793
H (-1.55, 3.71, 5.42)  0.1041
H (-0.26, -1.22, -0.18)  0.0836
H (-1.76, -3.62, 3.58)  0.0809
H (-7.02, 0.82, -0.03)  0.0951
H (-1.56, -1.95, -3.17)  0.0713
H (-3.58, -4.20, -3.92)  0.0784
H (-0.63, 4.40, -5.63)  0.1005
H (1.31, 3.31, 1.84)  0.0669
H (-1.04, 0.25, 2.00)  0.0822
H (-0.08, 1.57, 6.76)  0.0742
H (0.38, -6.27, -0.76)  0.0810
H (0.44, 1.20, 2.39)  0.0587
H (-6.66, -0.25, -1.44)  0.0781
H (-0.04, 1.83, 0.08)  0.1283
H (-1.42, 3.00, 3.02)  0.0873
H (4.70, -0.61, 1.73)  0.0801
H (-0.38, -3.22, 2.68)  0.0706
H (1.45, -6.51, -2.13)  0.0720
H (3.10, 5.12, 0.28)  0.1427
H (-3.65, -5.01, -2.24)  0.0790
H (4.35, 0.30, -1.06)  0.0812
H (-1.07, -5.59, 2.26)  0.1506
H (-3.34, -6.10, 1.43)  0.0739
H (-3.75, -4.45, 1.33)  0.0803
H (0.92, -2.87, -2.25)  0.0658
H (-6.39, 1.53, -1.49)  0.0788
H (2.06, -0.07, 0.29)  0.0430
H (4.59, -1.08, 3.45)  0.0879
H (1.39, -4.35, -3.20)  0.0804
H (0.90, 0.40, -7.36)  0.1104
H (-2.93, -0.73, -2.96)  0.0655
H (-2.94, -1.92, -4.21)  0.0744
H (0.58, -0.49, 1.97)  0.0697
H (2.51, -0.67, -2.83)  0.1051
H (-4.46, 5.95, 2.13)  0.1129
H (-0.63, -1.10, 4.20)  0.0680
H (5.62, 2.39, -1.06)  0.1035
H (0.43, 3.54, -1.62)  0.1031
H (1.40, 5.08, 2.14)  0.0774
H (5.02, -1.63, -2.48)  0.1020
H (2.29, -1.57, -6.95)  0.1171
H (-4.23, 0.24, -1.35)  0.1079
H (-1.52, -1.61, 5.66)  0.0842
H (-3.26, 1.53, 0.48)  0.0595
H (4.81, -3.06, 1.17)  0.0901
H (-3.55, -2.16, -0.49)  0.0603
H (-4.88, -0.64, 1.17)  0.0833
H (-4.81, 1.58, 1.30)  0.0786
H (0.68, 0.52, 5.59)  0.0787
H (4.73, -3.33, 2.88)  0.0738
H (3.91, 4.47, 2.63)  0.0831
H (4.89, 3.51, 1.38)  0.0741
H (-4.46, 2.61, -0.09)  0.0722

***

[2]
# C6H19N2O2

3 unconnected molecules or ions with the total composition C6H19N2O2 at a distorted geometry (ωB97M-V/def2-TZVPD, the Open Molecules 2025 dataset).

## Properties
2S+1 = 1
LUMO energy = -2.893 eV
Energy relative to the best compared isomer or geometry (same formula, charge and spin) = 183.3 kJ/mol
Charge = +1

Last column: Löwdin charge in e.
Atoms and positions in Å:
O (0.79, -0.35, 1.72)  -0.0220
O (3.67, 1.06, 1.24)  -0.0517
N (1.58, 0.10, -2.13)  0.0599
N (-0.73, -2.23, 0.70)  0.1917
C (-2.06, -1.52, 0.79)  -0.1301
C (-1.73, 0.84, -0.37)  -0.1424
C (-0.26, 0.88, -0.80)  -0.3232
C (0.24, 0.04, -1.70)  -0.1702
C (-2.37, -0.54, -0.32)  -0.1782
C (0.49, 2.06, -0.25)  -0.0536
H (0.03, -1.53, 0.59)  0.1154
H (1.92, 1.05, -2.17)  0.0743
H (0.50, 2.16, 0.84)  0.0774
H (-2.83, -2.26, 0.84)  0.1269
H (-0.71, -2.83, -0.10)  0.1521
H (1.56, 2.26, -0.40)  0.0749
H (-2.32, 1.49, -1.02)  0.1270
H (-3.45, -0.40, -0.24)  0.1291
H (4.00, 1.13, 0.34)  0.0347
H (1.76, -0.43, -2.97)  0.0803
H (1.53, -0.69, 2.22)  0.0638
H (-0.58, -2.79, 1.48)  0.1352
H (4.42, 0.83, 1.79)  0.0444
H (-0.24, -0.88, -2.05)  0.1108
H (-1.73, 1.23, 0.65)  0.1191
H (0.81, 0.57, 1.46)  0.0194
H (-0.04, 2.91, -0.69)  0.1020
H (-2.02, -1.10, 1.79)  0.1344
H (-2.24, -1.06, -1.24)  0.0989

***

[3]
# C20H31N5O4

C20H31N5O4 in the gas phase (ωB97M-V/def2-TZVPD, the Open Molecules 2025 dataset).

## Properties
2S+1 = 1
LUMO energy = 0.331 eV
SMILES = CC(C)Cn1[nH]c(CC(=O)N2CC(CN(C)C(=O)CC(=O)NC3CC3)C2)cc1=O
Energy relative to the best compared isomer or geometry (same formula, charge and spin) = 148.7 kJ/mol

Last column: Löwdin charge in e.
Atoms and positions in Å:
O (1.84, -0.12, 7.97)  0.0292
O (3.67, 2.08, 10.89)  0.0592
O (1.60, -0.12, 1.72)  0.0405
O (-0.34, -4.73, 4.25)  0.0722
N (0.12, -0.71, 9.29)  -0.0916
N (4.06, 0.88, 9.01)  0.1141
N (0.26, -3.65, 6.13)  -0.0271
N (3.46, -2.48, 3.40)  0.0983
N (3.33, -1.43, 2.49)  -0.0677
C (6.01, 1.12, 7.46)  -0.1100
C (-0.58, -1.29, 8.16)  -0.1246
C (3.74, 0.67, 4.32)  -0.0553
C (0.53, -4.23, 4.94)  -0.4800
C (1.06, -3.06, 7.20)  -0.0681
C (2.00, -1.09, 2.33)  -0.4652
C (4.88, 0.35, 3.36)  -0.3867
C (5.31, 1.51, 8.72)  -0.2853
C (1.32, -0.11, 9.09)  -0.4042
C (3.32, 1.25, 10.07)  -0.4831
C (4.44, -0.56, 2.20)  -0.1088
C (1.98, -4.15, 4.50)  -0.0254
C (-0.54, -0.86, 10.58)  -0.0297
C (6.11, -0.20, 4.08)  -0.0840
C (2.16, -2.93, 3.65)  -0.2385
C (1.27, -2.12, 3.08)  0.0897
C (-1.03, -3.43, 6.77)  -0.0649
C (5.41, 2.49, 7.59)  -0.0811
C (2.01, 0.51, 10.29)  -0.0011
C (-0.27, -2.76, 7.95)  -0.2125
H (4.08, 0.05, 1.37)  0.1284
H (3.43, -0.22, 4.87)  0.0764
H (6.46, 0.49, 4.85)  0.0566
H (-0.37, -3.32, 8.88)  0.1345
H (1.61, -2.17, 6.89)  0.1063
H (5.28, -1.16, 1.83)  0.1215
H (6.93, -0.38, 3.39)  0.0752
H (2.65, -4.09, 5.36)  0.1173
H (-1.58, -4.34, 7.01)  0.1247
H (2.87, 1.06, 3.78)  0.0827
H (5.87, -1.15, 4.58)  0.0773
H (4.50, 2.69, 7.04)  0.0949
H (-0.70, -1.92, 10.80)  0.0926
H (-1.65, -1.17, 8.35)  0.1313
H (5.19, 1.29, 2.89)  0.1329
H (-1.52, -0.37, 10.55)  0.0977
H (1.73, -3.76, 7.69)  0.1233
H (2.22, -5.05, 3.94)  0.1339
H (0.04, -0.43, 11.38)  0.0770
H (-0.33, -0.73, 7.26)  0.1377
H (7.09, 1.02, 7.49)  0.1008
H (-1.67, -2.75, 6.20)  0.1288
H (2.23, -0.28, 11.01)  0.1395
H (0.19, -2.19, 3.13)  0.1240
H (3.57, 0.37, 8.28)  0.1059
H (5.90, 1.70, 9.61)  0.1444
H (4.06, 1.43, 5.04)  0.0643
H (4.10, -3.19, 3.06)  0.1585
H (1.35, 1.22, 10.79)  0.1302
H (5.51, 0.41, 6.81)  0.0751
H (6.06, 3.34, 7.71)  0.0975